Record 1
A structure of composition C18H40N5OP3Tl. Source: the OMol25 dataset; level of theory: ωB97M-V with the def2-TZVPD basis set.

Geometry as XYZ:
```
68
Properties=species:S:1:pos:R:3
Tl -1.55692 2.79240 -0.17718
P 1.28753 2.53622 -0.16786
P -0.25474 -2.72413 0.77494
P 1.17268 -1.80855 2.29395
O -0.28446 1.31432 -3.20316
N -2.18452 1.71905 2.18043
N -3.15270 1.37602 4.17493
N -1.82013 1.54901 4.27667
N -1.26224 1.96922 5.46921
N -1.20859 1.87354 3.11463
C -1.95250 -1.54386 -4.71129
C -1.84716 -0.25349 -4.17532
C 1.21737 -0.03284 2.55945
C 0.45897 -1.92811 -4.51427
C -0.78944 -2.31580 -4.94836
C 0.68712 -0.54830 -4.04313
C -1.88133 2.89670 -4.13505
C -1.41384 -3.63640 1.81521
C 0.68498 -3.97937 -0.13895
C 1.17580 3.46315 1.43000
C 1.55325 3.97157 -1.26263
C 2.82363 -2.28133 1.73427
C -1.40193 2.29847 -2.93479
C -0.58102 0.17244 -3.84170
C 0.86366 -2.58547 3.90063
C 3.01260 1.88711 -0.10458
C -3.32002 1.46381 2.84297
C -1.19167 -1.71932 -0.37816
H 3.30990 -1.40999 1.28486
H 2.27342 3.69289 -2.04636
H 0.26294 0.43454 2.32301
H 1.28377 0.02224 -4.78906
H -0.91858 -3.24047 -5.52654
H 2.14647 3.94397 1.62807
H 1.11523 -0.38980 -3.03809
H -0.02222 -4.74743 -0.47147
H -0.89215 -4.35531 2.45278
H 3.00682 0.87649 0.33081
H 0.61312 4.26174 -1.75591
H -4.27726 1.36299 2.35288
H -2.22026 1.76985 -2.39639
H -0.65696 -1.54550 -1.32428
H 1.39282 -3.54442 3.96989
H -1.82639 3.96923 -4.23535
H -0.83476 3.06883 -2.38850
H -1.98542 -2.93873 2.43247
H 1.44470 -4.47216 0.47826
H -0.25126 1.85146 5.45311
H 1.42950 0.15954 3.62274
H -0.20623 -2.75415 4.07367
H -1.46762 -0.75330 0.05771
H 1.17248 -3.54013 -1.01786
H -2.19822 2.28734 -4.96889
H 1.93715 4.83838 -0.69658
H 0.88486 2.79788 2.25739
H 3.39714 -2.61434 2.60522
H 3.38474 1.80516 -1.13913
H 2.80608 -3.08389 0.99177
H -2.12245 -2.25840 -0.61735
H 1.23883 -1.91331 4.68216
H 1.35289 -2.56285 -4.61755
H -1.75216 1.52061 6.23228
H 0.40141 4.24835 1.36413
H 3.67501 2.54758 0.48121
H -2.70890 0.40745 -4.05264
H -2.08842 -4.16703 1.14079
H -2.93407 -1.94143 -4.91898
H 1.99966 0.44009 1.95485
```

Results
Charge: +3
E in hartree: -2254.2234
HOMO (alpha / beta) in eV: -15.3 / -13.1
HOMO-LUMO gap (alpha / beta) in hartree: 0.2209 / 0.1383
LUMO level (alpha / beta) in eV: -9.33 / -9.33
Max |F| in eV Å⁻¹: 2.8


Record 2
A cluster of 3 separate species, C18H40NO2 in total. Source: the OMol25 dataset; level of theory: ωB97M-V with the def2-TZVPD basis set.

Geometry as XYZ:
```
61
Properties=species:S:1:pos:R:3
O 3.53893 -0.55730 0.34898
O 2.79071 1.40405 0.89048
N 0.19335 -0.30953 0.75183
C 2.64298 0.16015 0.36466
C -5.17743 -1.07789 2.64053
C -1.88101 1.01845 0.31329
C -6.53795 -0.58380 3.13385
C -0.47442 1.02191 1.00304
C -7.26540 -2.76091 4.25008
C -3.74901 0.50303 4.04591
C 7.75993 -0.13411 -4.54670
C -7.04311 -1.25923 4.40786
C -0.93035 -1.08962 0.12076
C 1.33130 -0.31477 -0.21261
C 6.50124 0.43640 -5.19449
C -1.63711 -0.07179 -0.74282
C -4.03906 -0.94310 3.65202
C 3.21243 0.96993 -3.47482
C 4.53680 0.63162 -2.78812
C 5.63995 1.64388 -3.08680
C 6.03538 1.74705 -4.56063
H 6.51913 1.39296 -2.48853
H -3.13231 -1.37815 3.21248
H -6.33969 -3.28524 4.00636
H -1.60445 -1.27107 0.95602
H -7.99093 -2.96456 3.46038
H 3.30513 0.97241 -4.55984
H 5.31917 2.63372 -2.74382
H 8.06752 -1.05023 -5.05163
H 8.58568 0.57645 -4.61184
H -6.49713 0.49681 3.29759
H 2.44491 0.23195 -3.21732
H 0.40255 -0.65606 1.68612
H -7.64955 -3.19008 5.17552
H 4.36363 0.58920 -1.71005
H -6.35259 -1.07577 5.23594
H -1.05458 0.36817 -1.54178
H 2.85164 1.95505 -3.16299
H -1.99112 1.98519 -0.14630
H 7.60103 -0.37827 -3.49505
H 0.05987 1.83689 0.54875
H 2.95771 2.01702 0.15170
H -4.91565 -0.51892 1.73275
H -7.27021 -0.73587 2.33571
H -4.25331 -1.53064 4.54671
H 1.10488 0.24622 -1.10904
H -5.25662 -2.12484 2.33535
H 6.70229 0.61858 -6.25248
H 5.19529 2.14154 -5.13974
H -2.91103 0.54683 4.74424
H 6.83418 2.48809 -4.65073
H -0.69731 -2.06174 -0.28311
H -2.68688 0.70573 0.95332
H 4.84947 -0.37482 -3.07563
H -7.98798 -0.79206 4.69340
H -2.50373 -0.50467 -1.21823
H 5.70102 -0.30893 -5.16061
H -0.61927 1.22390 2.04831
H -4.60267 0.97394 4.53127
H 1.49118 -1.33111 -0.51491
H -3.48742 1.09796 3.16541
```

Results
Charge: +1
E in hartree: -914.8032
HOMO in eV: -13.0
HOMO-LUMO gap in hartree: 0.3664
LUMO level in eV: -3.04
Max |F| in eV Å⁻¹: 4.7


Record 3
A structure of composition C18H40OP2PdSi. Source: the OMol25 dataset; level of theory: ωB97M-V with the def2-TZVPD basis set.

Geometry as XYZ:
```
63
Properties=species:S:1:pos:R:3
Pd -0.96657 -2.45577 -4.11849
P -0.08898 -2.42106 -2.20070
P -0.47496 -0.87026 -5.39685
Si -0.35925 -1.03380 0.62671
O -0.56461 -1.38804 -1.04987
C -1.93408 0.21448 -5.33662
C -1.50136 -2.66963 -6.41007
C 1.69710 4.97164 -0.98335
C 1.76003 2.34341 -2.64645
C -0.58739 4.04932 -1.62676
C 2.43908 4.77844 -2.28453
C 1.68258 -2.00046 -2.39557
C 0.69970 1.81213 -2.02044
C 1.33027 -0.25968 0.83626
C 1.03521 0.10209 -5.37120
C -0.25625 -4.07599 -1.49380
C -1.65139 0.20853 1.15764
C -2.25445 -4.11284 -4.17601
C 0.43643 4.63823 -0.70357
C 1.86091 3.71282 -3.23604
C -0.53643 -1.71559 -7.01686
C -0.54261 -2.60665 1.62082
C -0.59145 2.49968 -1.70371
H -2.35230 0.33016 -6.34630
H 1.35606 0.78150 0.49725
H 0.92835 0.93166 -4.65959
H -0.55756 4.46602 -2.63836
H 2.12542 -0.82481 0.34188
H -0.88061 -1.07673 -7.83261
H 1.27417 0.48390 -6.37183
H 2.67591 1.73742 -2.71501
H -0.40425 -4.80968 -2.29702
H -1.11268 -4.10986 -0.80532
H 1.76751 -0.91655 -2.53474
H -1.34458 1.24374 0.97619
H 1.84020 -0.56276 -5.03838
H -1.29424 -3.73280 -6.54910
H 0.90046 4.07208 -3.62460
H -2.55977 -2.39786 -6.48038
H -0.93962 2.07654 -0.74362
H 2.29475 -2.30572 -1.54100
H -2.65264 -0.27930 -4.66314
H -1.79507 0.10166 2.24084
H -1.36041 2.18380 -2.44102
H 2.29042 5.47060 -0.20558
H 2.08905 -2.49754 -3.28133
H -1.52681 -2.59614 2.10539
H -0.44586 -3.52440 1.03178
H 0.66461 -4.30142 -0.94637
H 0.22804 -2.61396 2.40227
H -3.09285 -3.76579 -4.79293
H -2.61958 0.03110 0.67918
H 0.73663 0.77091 -1.67151
H 1.53032 -0.26467 1.91439
H 2.47233 5.72686 -2.84490
H 0.43854 -2.17736 -7.23034
H -1.70417 -4.93707 -4.65240
H -1.56056 4.33520 -1.20607
H 3.49061 4.52654 -2.07448
H -2.54147 -4.34176 -3.14561
H 0.04585 4.83156 0.30632
H 2.54377 3.64926 -4.09828
H -1.65558 1.19249 -4.92219
```

Results
<S²>: 6.01
Charge: +2
E in hartree: -1884.3704
HOMO (alpha / beta) in eV: -12.9 / -13.3
HOMO-LUMO gap (alpha / beta) in hartree: 0.2338 / 0.0919
LUMO level (alpha / beta) in eV: -6.58 / -10.77
2S+1: 5
Max |F| in eV Å⁻¹: 6.8